(1)
{
  "formula": "C22H27N3S",
  "method": "wB97M-V/def2-TZVPD",
  "charge": 0,
  "molar_mass_g_mol": 365.5,
  "relative_energy_kcal_mol": 49.03,
  "fmax_ev_per_a": 0.60,
  "smiles": "C=C(C)CNC(=S)N1CCN(C(c2ccccc2)c2ccccc2)CC1",
  "lumo_energy_ev": 0.645,
  "e_tot_ev": -38557.62983,
  "symbols": ["C", "C", "C", "C", "N", "C", "S", "N", "C", "C", "N", "C", "C", "C", "C", "C", "C", "C", "C", "C", "C", "C", "C", "C", "C", "C", "H", "H", "H", "H", "H", "H", "H", "H", "H", "H", "H", "H", "H", "H", "H", "H", "H", "H", "H", "H", "H", "H", "H", "H", "H", "H", "H"],
  "coordinates": [[2.73, 2.77, -4.08], [1.56, 3.12, -3.59], [0.38, 3.47, -4.45], [1.30, 3.13, -2.10], [0.18, 2.26, -1.72], [0.19, 0.91, -2.02], [-1.13, 0.26, -2.80], [1.24, 0.17, -1.62], [1.33, -1.23, -1.98], [0.80, -2.12, -0.83], [0.95, -1.49, 0.47], [-0.28, -0.83, 0.92], [-1.31, -1.87, 1.30], [-0.93, -3.13, 1.76], [-1.89, -4.05, 2.15], [-3.23, -3.73, 2.08], [-3.62, -2.48, 1.63], [-2.66, -1.56, 1.24], [-0.06, 0.06, 2.11], [-0.35, 1.41, 2.04], [-0.16, 2.23, 3.14], [0.32, 1.71, 4.33], [0.62, 0.35, 4.41], [0.42, -0.47, 3.31], [2.14, -0.67, 0.49], [2.06, 0.53, -0.48], [2.92, 2.76, -5.14], [3.56, 2.50, -3.45], [0.69, 3.62, -5.48], [-0.36, 2.67, -4.42], [-0.09, 4.39, -4.09], [1.03, 4.13, -1.77], [2.20, 2.82, -1.57], [-0.70, 2.65, -2.02], [2.38, -1.45, -2.17], [0.76, -1.40, -2.89], [-0.26, -2.34, -0.99], [1.35, -3.07, -0.83], [-0.72, -0.21, 0.12], [0.12, -3.38, 1.80], [-1.58, -5.03, 2.50], [-3.98, -4.45, 2.38], [-4.67, -2.22, 1.57], [-2.97, -0.59, 0.87], [-0.73, 1.83, 1.12], [-0.40, 3.29, 3.08], [0.47, 2.34, 5.19], [0.99, -0.06, 5.33], [0.65, -1.52, 3.37], [2.32, -0.30, 1.50], [2.97, -1.33, 0.21], [3.07, 0.81, -0.81], [1.60, 1.38, 0.03]],
  "lowdin_charge": [0.06, -0.36, -0.06, -0.16, -0.01, -0.85, 0.67, -0.10, -0.16, -0.14, -0.12, -0.24, -0.18, -0.05, -0.08, -0.10, -0.08, -0.02, -0.19, -0.04, -0.08, -0.09, -0.07, -0.03, -0.14, -0.12, 0.06, 0.06, 0.08, 0.05, 0.08, 0.13, 0.10, 0.10, 0.12, 0.08, 0.12, 0.12, 0.12, 0.11, 0.10, 0.10, 0.10, 0.12, 0.11, 0.10, 0.10, 0.10, 0.12, 0.12, 0.12, 0.12, 0.11]
}

(2)
{
  "formula": "C22H28B4N3O14P",
  "method": "wB97M-V/def2-TZVPD",
  "charge": 0,
  "molar_mass_g_mol": 632.7,
  "relative_energy_kcal_mol": 50.52,
  "fmax_ev_per_a": 3.15,
  "lumo_energy_ev": -0.695,
  "e_tot_ev": -68393.65323,
  "symbols": ["C", "C", "O", "B", "O", "B", "O", "B", "C", "O", "O", "O", "B", "P", "C", "O", "O", "H", "H", "H", "H", "H", "H", "H", "H", "H", "H", "H", "H", "H", "C", "C", "C", "C", "C", "C", "N", "O", "O", "H", "H", "H", "H", "H", "C", "C", "C", "C", "C", "C", "N", "O", "O", "H", "H", "H", "H", "H", "C", "C", "C", "C", "C", "C", "N", "O", "O", "H", "H", "H", "H", "H"],
  "coordinates": [[-0.57, 0.48, -0.31], [-0.55, -1.05, 0.11], [0.48, -1.77, -0.61], [1.60, -2.05, 0.21], [1.52, -2.65, 1.50], [3.11, -1.60, -0.35], [4.32, -2.17, 0.20], [5.01, -1.08, 0.77], [6.16, -1.44, 1.87], [5.61, -1.52, 3.20], [4.32, -0.98, 3.22], [4.76, 0.30, 0.49], [3.89, 0.50, -0.62], [3.41, 2.33, -1.05], [2.30, 2.36, -2.55], [2.42, 2.83, 0.26], [3.34, -0.60, -1.36], [-0.05, 1.13, 0.43], [-1.62, 0.82, -0.49], [-0.01, 0.52, -1.28], [-0.43, -1.07, 1.22], [-1.51, -1.56, -0.12], [1.62, -1.94, 2.16], [6.70, -2.38, 1.60], [6.90, -0.60, 1.82], [4.38, -0.08, 3.58], [2.85, 2.62, -3.48], [1.68, 1.44, -2.68], [1.57, 3.19, -2.39], [2.88, 2.55, 1.06], [11.79, -5.70, 1.76], [11.13, -5.07, 2.80], [10.33, -3.96, 2.55], [10.20, -3.51, 1.24], [10.86, -4.14, 0.19], [11.66, -5.24, 0.46], [9.34, -2.36, 0.96], [8.78, -1.82, 1.90], [9.21, -2.01, -0.19], [12.41, -6.57, 1.96], [11.23, -5.43, 3.82], [9.82, -3.47, 3.36], [10.76, -3.78, -0.82], [12.18, -5.74, -0.35], [-6.87, 1.59, 2.34], [-5.54, 1.26, 2.56], [-4.58, 1.60, 1.61], [-4.98, 2.26, 0.45], [-6.31, 2.58, 0.23], [-7.26, 2.24, 1.18], [-3.97, 2.63, -0.54], [-2.81, 2.32, -0.32], [-4.34, 3.23, -1.52], [-7.62, 1.33, 3.09], [-5.24, 0.75, 3.47], [-3.55, 1.34, 1.78], [-6.61, 3.09, -0.68], [-8.30, 2.49, 1.01], [-10.30, 3.68, -4.28], [-9.47, 3.68, -3.17], [-9.65, 2.75, -2.16], [-10.68, 1.82, -2.28], [-11.52, 1.81, -3.38], [-11.33, 2.75, -4.38], [-10.86, 0.82, -1.22], [-10.12, 0.86, -0.26], [-11.75, 0.00, -1.37], [-10.15, 4.40, -5.08], [-8.67, 4.41, -3.10], [-9.00, 2.76, -1.30], [-12.32, 1.09, -3.47], [-11.98, 2.75, -5.25]],
  "lowdin_charge": [-0.04, -0.21, 0.04, -0.38, 0.12, -0.29, 0.26, -0.44, -0.06, -0.13, -0.03, 0.20, -0.59, 0.93, -0.29, -0.35, 0.20, 0.08, 0.05, 0.08, 0.11, 0.12, 0.10, 0.12, 0.11, 0.12, 0.04, 0.03, 0.05, 0.03, -0.07, -0.06, 0.00, -0.14, 0.00, -0.07, -0.34, 0.05, 0.09, 0.11, 0.11, 0.12, 0.12, 0.11, -0.06, -0.06, 0.00, -0.14, 0.00, -0.06, -0.34, 0.04, 0.09, 0.11, 0.11, 0.12, 0.11, 0.10, -0.07, -0.06, 0.00, -0.14, 0.00, -0.06, -0.35, 0.07, 0.09, 0.11, 0.11, 0.09, 0.12, 0.11]
}

(3)
{
  "formula": "C22H28BeN2O3S",
  "method": "wB97M-V/def2-TZVPD",
  "charge": -1,
  "multiplicity": 2,
  "molar_mass_g_mol": 409.6,
  "fmax_ev_per_a": 0.71,
  "lumo_energy_ev": [2.171, 2.158],
  "s2": 0.7563,
  "e_tot_ev": -43626.14443,
  "symbols": ["Be", "C", "O", "C", "C", "H", "H", "H", "H", "H", "H", "S", "C", "C", "C", "O", "C", "C", "C", "C", "C", "C", "H", "H", "H", "H", "H", "H", "H", "H", "C", "C", "N", "C", "C", "C", "O", "C", "C", "C", "C", "N", "C", "H", "H", "H", "H", "H", "H", "H", "H", "H", "H", "H", "H", "H", "H"],
  "coordinates": [[0.56, 0.98, 0.50], [-1.80, -0.65, 3.14], [-1.00, 0.36, 2.54], [0.11, -0.05, 1.79], [0.85, -1.23, 2.34], [-2.14, -1.39, 2.41], [-2.66, -0.14, 3.57], [-1.26, -1.16, 3.95], [1.22, -0.97, 3.34], [1.71, -1.44, 1.70], [0.25, -2.14, 2.40], [3.38, 2.15, 0.09], [2.29, 1.03, -0.11], [-2.75, -0.07, -0.07], [-1.57, -0.97, 0.02], [-0.33, -0.33, 0.35], [-1.59, -2.32, -0.20], [-2.83, -3.02, -0.41], [-2.87, -4.39, -0.58], [-1.73, -5.18, -0.57], [-0.50, -4.52, -0.40], [-0.41, -3.16, -0.24], [-2.42, 0.98, -0.07], [-3.46, -0.15, 0.78], [-3.33, -0.24, -0.98], [-3.76, -2.46, -0.43], [-3.84, -4.86, -0.73], [-1.78, -6.26, -0.69], [0.42, -5.10, -0.42], [0.56, -2.69, -0.15], [-0.92, 1.93, -3.82], [-2.19, 2.61, -3.33], [-2.14, 4.07, -3.31], [-2.75, 4.78, -4.45], [-1.75, 5.13, -5.55], [-1.47, 4.86, -2.43], [-1.42, 6.07, -2.59], [-0.79, 4.30, -1.19], [-0.25, 5.25, -0.32], [0.37, 4.85, 0.85], [0.45, 3.50, 1.14], [-0.06, 2.59, 0.32], [-0.65, 2.98, -0.81], [-1.01, 0.85, -3.75], [-0.04, 2.23, -3.24], [-0.72, 2.19, -4.86], [-2.50, 2.23, -2.35], [-3.01, 2.34, -4.00], [-3.21, 5.69, -4.07], [-3.53, 4.13, -4.83], [-0.99, 5.79, -5.16], [-2.27, 5.64, -6.36], [-1.28, 4.23, -5.95], [-0.33, 6.29, -0.60], [0.81, 5.57, 1.52], [0.89, 3.12, 2.05], [-1.02, 2.15, -1.40]],
  "lowdin_charge": [-0.02, -0.10, -0.15, -0.40, -0.06, 0.08, 0.08, 0.08, 0.08, 0.07, 0.08, 0.47, -0.60, -0.08, -0.32, -0.13, -0.22, -0.08, -0.17, -0.18, -0.15, -0.07, 0.05, 0.07, 0.07, 0.07, 0.08, 0.06, 0.08, 0.09, -0.06, -0.20, -0.04, -0.20, -0.07, -0.39, 0.03, -0.06, 0.01, -0.03, -0.11, 0.05, -0.04, 0.09, 0.07, 0.07, 0.10, 0.11, 0.11, 0.11, 0.07, 0.07, 0.06, 0.12, 0.11, 0.13, 0.08]
}